No. 1
Molecular formula: C7H10
Method: DFT, ωB97M-V/def2-TZVPD

Structure (XYZ):
```
17
Properties=species:S:1:pos:R:3
C -0.052 1.937 1.824
C 0.727 1.252 0.978
C -1.019 0.392 -0.872
C 1.120 -0.202 -1.144
C 0.320 0.818 -0.304
C -0.212 -0.925 -0.872
C -0.453 -2.153 -0.051
H 0.295 2.438 2.711
H -1.123 2.023 1.868
H 1.770 1.244 1.262
H -1.885 0.297 -0.332
H -1.105 0.651 -1.952
H 1.168 0.211 -2.146
H 2.091 -0.622 -0.895
H 0.297 -2.365 0.658
H -0.451 -2.916 -0.865
H -1.487 -2.080 0.132
```

## Properties
Spin multiplicity ... 3
M ... 94.157 g mol⁻¹
Frontier orbital gap (spin up / spin down) ... 0.2413 / 0.3517 hartree
Highest occupied orbital energy (spin up / spin down) ... -5.51 / -10.03 eV

=====

No. 2
Molecular formula: C7H10
Method: DFT, ωB97M-V/def2-TZVPD

Structure (XYZ):
```
17
Properties=species:S:1:pos:R:3
C -1.627 0.484 1.140
C -1.093 -0.360 0.022
C -1.896 -1.263 -0.625
C 0.877 -0.073 -1.790
C 0.326 -0.086 -0.533
C 1.244 0.337 0.648
C 2.477 0.779 0.556
H -1.134 1.377 1.198
H -2.691 0.593 1.084
H -1.261 0.028 2.160
H -1.425 -1.899 -1.364
H -3.041 -1.186 -0.555
H 1.843 0.348 -1.959
H 0.589 -0.718 -2.600
H 0.814 0.109 1.611
H 3.093 0.563 1.397
H 2.904 0.969 -0.389
```

## Properties
Spin multiplicity ... 2
M ... 94.157 g mol⁻¹
Frontier orbital gap (spin up / spin down) ... 0.3407 / 0.2169 hartree
Total charge ... +1
Highest occupied orbital energy (spin up / spin down) ... -14.52 / -14.00 eV

=====

No. 3
Molecular formula: C7H10BrF6N2O8S2V
Method: DFT, ωB97M-V/def2-TZVPD

Structure (XYZ):
```
37
Properties=species:S:1:pos:R:3
O 1.809 -0.291 -0.799
V 0.429 -0.409 -0.019
C -3.101 1.409 -0.835
C -1.735 1.007 -0.359
O -1.574 0.465 0.773
O -0.742 1.164 -1.131
H -3.038 1.487 -1.928
H -3.370 2.414 -0.512
H -3.868 0.663 -0.669
C -3.062 -2.277 -1.068
F -3.802 -3.253 -1.592
F -2.829 -1.384 -2.015
F -3.764 -1.711 -0.092
S -1.492 -3.017 -0.364
O -1.531 -2.713 1.019
O -1.488 -4.359 -0.796
N -0.293 -2.099 -1.045
S 0.077 -2.522 -2.577
O -0.967 -3.168 -3.269
O 0.715 -1.436 -3.221
C 1.445 -3.726 -2.346
F 2.403 -3.135 -1.628
F 1.062 -4.823 -1.715
F 1.938 -4.053 -3.539
Br 1.299 -1.643 2.041
C 1.456 2.570 1.069
O 1.042 1.441 0.992
N 2.017 3.084 2.177
C 2.718 4.345 2.156
C 2.060 2.317 3.391
H 1.380 3.264 0.218
H 3.794 4.181 2.061
H 2.516 4.893 3.078
H 2.360 4.967 1.336
H 1.571 2.869 4.207
H 1.490 1.397 3.282
H 3.074 2.081 3.720
```

## Properties
Spin multiplicity ... 2
M ... 559.133 g mol⁻¹
Frontier orbital gap (spin up / spin down) ... 0.2954 / 0.2995 hartree
Total charge ... -1
Highest occupied orbital energy (spin up / spin down) ... -5.65 / -5.76 eV

=====

No. 4
Molecular formula: C7H10BrN
Method: DFT, ωB97M-V/def2-TZVPD

Structure (XYZ):
```
19
Properties=species:S:1:pos:R:3
C 1.334 1.575 -0.170
C -1.243 1.049 0.810
C -0.420 0.099 1.603
C -0.519 -0.066 0.126
C -1.457 -1.196 -0.462
C 1.865 -0.752 -0.705
C 0.751 0.394 -0.646
N 1.864 2.528 0.285
Br 0.247 0.699 -2.573
H -2.261 0.923 0.823
H -0.780 2.016 0.716
H 0.518 0.543 1.860
H -0.869 -0.600 2.257
H -0.962 -2.034 -1.011
H -2.160 -0.575 -1.076
H -2.032 -1.694 0.302
H 1.357 -1.468 -1.223
H 1.992 -1.044 0.339
H 2.776 -0.395 -1.256
```

## Properties
Structure (SMILES) ... CC1([C@@](C)(Br)C#N)CC1
M ... 188.068 g mol⁻¹
Frontier orbital gap ... 0.3964 hartree
Highest occupied orbital energy ... -10.49 eV

=====

What is the M in the first record? 94.157 g mol⁻¹

=====

Which value of M does entry 2 give? 94.157 g mol⁻¹

=====

What did the first record say?
Molecular formula: C7H10
Method: DFT, ωB97M-V/def2-TZVPD

Structure (XYZ):
```
17
Properties=species:S:1:pos:R:3
C -0.052 1.937 1.824
C 0.727 1.252 0.978
C -1.019 0.392 -0.872
C 1.120 -0.202 -1.144
C 0.320 0.818 -0.304
C -0.212 -0.925 -0.872
C -0.453 -2.153 -0.051
H 0.295 2.438 2.711
H -1.123 2.023 1.868
H 1.770 1.244 1.262
H -1.885 0.297 -0.332
H -1.105 0.651 -1.952
H 1.168 0.211 -2.146
H 2.091 -0.622 -0.895
H 0.297 -2.365 0.658
H -0.451 -2.916 -0.865
H -1.487 -2.080 0.132
```

## Properties
Spin multiplicity ... 3
M ... 94.157 g mol⁻¹
Frontier orbital gap (spin up / spin down) ... 0.2413 / 0.3517 hartree
Highest occupied orbital energy (spin up / spin down) ... -5.51 / -10.03 eV

=====

M of number 4 (C7H10BrN)? 188.068 g mol⁻¹